a:
The following is a DFT calculation (the ωB97M-V functional and the def2-TZVPD basis) of a 2-piece molecular cluster, CHNO2S3 overall.

**Gap between HOMO and LUMO**: 5.6 eV

```
! wB97M-V def2-TZVPD RIJCOSX def2/J DEFGRID3
* xyz -2 1
C -2.14 -0.15 -1.52
N 0.46 0.06 -3.13
O -0.37 -2.30 -2.37
O -2.68 -1.01 -0.89
S -2.43 1.39 -1.93
S 4.50 1.52 6.57
S -0.63 -0.82 -2.57
H 3.28 1.30 5.84
*
```

These are the Mulliken partial charges, in e, on atoms 1 to 6: C 0.397; N -0.443; O -0.591; O -0.469; S -0.385; S -0.967

b:
The following is a DFT calculation (the ωB97M-V functional and the def2-TZVPD basis) of a 3-piece molecular cluster, CHNO2S3 overall.

**Gap between HOMO and LUMO**: 6.0 eV

```
! wB97M-V def2-TZVPD RIJCOSX def2/J DEFGRID3
* xyz -2 1
C -9.55 -4.32 -5.61
N -8.25 -5.07 -7.01
O -6.81 -7.17 -7.05
O -8.46 -6.90 -5.13
S -8.87 -3.07 -4.86
S -0.32 -0.20 0.12
S -7.89 -6.38 -6.39
H -1.35 -0.13 -0.67
*
```

These are the Mulliken partial charges, in e, on atoms 1 to 6: C -0.108; N -0.347; O -0.530; O -0.463; S -0.255; S -0.927

What should be chosen as the least stable of them? Choose b.

a:
The following is a DFT calculation (the ωB97M-V functional and the def2-TZVPD basis) of a 8-piece molecular cluster, C16H48O8 overall.

**Gap between HOMO and LUMO**: 10.3 eV
**SMILES**: CC(C)O.CC(C)O.CC(C)O.CC(C)O.CCO.CCO.O.O

```
! wB97M-V def2-TZVPD RIJCOSX def2/J DEFGRID3
* xyz 0 1
C -0.61 -0.64 0.06
C 0.40 0.08 0.93
C 1.39 0.89 0.14
O -0.27 0.97 1.82
H -1.42 -1.10 0.64
H -0.22 -1.40 -0.61
H -1.13 0.09 -0.58
H 0.94 -0.69 1.50
H 1.89 0.27 -0.60
H 2.09 1.37 0.81
H 0.90 1.66 -0.46
H -0.98 0.48 2.28
C 2.42 -0.58 -3.73
C 3.29 -1.49 -4.56
C 3.24 -2.94 -4.12
O 2.92 -1.40 -5.95
H 1.39 -0.96 -3.71
H 2.33 0.42 -4.17
H 2.82 -0.45 -2.73
H 4.33 -1.19 -4.52
H 2.21 -3.34 -4.18
H 3.47 -3.02 -3.05
H 3.86 -3.59 -4.73
H 2.04 -1.81 -6.01
C 5.24 -1.25 3.44
C 3.95 -2.03 3.67
C 3.19 -2.24 2.37
O 4.23 -3.34 4.20
H 5.87 -1.17 4.32
H 4.93 -0.24 3.15
H 5.79 -1.68 2.60
H 3.30 -1.49 4.37
H 2.15 -2.47 2.60
H 3.65 -3.05 1.82
H 3.29 -1.32 1.78
H 4.83 -3.21 4.94
C -2.77 -0.74 -3.29
C -3.23 0.68 -3.48
C -2.11 1.70 -3.39
O -3.90 0.69 -4.75
H -2.31 -1.10 -4.22
H -3.61 -1.42 -3.13
H -2.06 -0.94 -2.49
H -4.01 0.89 -2.74
H -1.54 1.72 -4.32
H -1.40 1.38 -2.62
H -2.43 2.71 -3.15
H -4.03 1.60 -5.02
C 1.03 4.47 1.19
C -0.44 4.79 1.01
O -0.93 4.34 -0.26
H 1.20 3.41 1.36
H 1.45 4.97 2.07
H 1.61 4.83 0.33
H -0.62 5.86 1.03
H -1.01 4.28 1.80
H -0.69 3.41 -0.34
C -5.25 -1.38 1.10
C -5.65 -0.94 2.49
O -5.32 0.44 2.69
H -5.48 -0.60 0.37
H -5.66 -2.34 0.81
H -4.16 -1.47 1.04
H -5.11 -1.52 3.25
H -6.69 -1.14 2.76
H -6.10 0.98 2.80
O -2.40 -0.07 3.26
H -2.65 -0.09 4.19
H -3.18 0.26 2.80
O 0.93 0.91 4.48
H 0.39 0.31 5.00
H 0.45 1.03 3.64
*
```

These are the Mulliken partial charges, in e, on atoms 1 to 6: C -1.442; C 1.649; C -1.246; O -0.573; H 0.384; H 0.494

b:
The following is a DFT calculation (the ωB97M-V functional and the def2-TZVPD basis) of a 8-piece molecular cluster, C16H48O8 overall.

**Gap between HOMO and LUMO**: 10.1 eV
**SMILES**: CCO.CCO.CCO.CCO.CCO.CCO.CCO.CCO

```
! wB97M-V def2-TZVPD RIJCOSX def2/J DEFGRID3
* xyz 0 1
C -4.05 0.51 -1.88
C -3.12 0.36 -3.08
O -1.87 0.97 -2.80
H -3.55 0.41 -0.91
H -4.88 -0.20 -1.88
H -4.47 1.52 -1.83
H -3.68 0.76 -3.92
H -2.94 -0.69 -3.37
H -1.54 0.58 -1.98
C 4.03 0.05 -0.62
C 3.72 -0.26 -2.09
O 4.45 0.58 -2.95
H 3.69 1.03 -0.27
H 5.12 0.07 -0.50
H 3.61 -0.70 0.06
H 2.63 -0.24 -2.27
H 4.01 -1.30 -2.24
H 4.15 1.49 -2.85
C 2.22 4.38 1.03
C 1.97 5.84 0.75
O 1.34 5.98 -0.55
H 1.30 3.79 1.03
H 2.47 4.35 2.09
H 2.96 3.92 0.39
H 2.93 6.36 0.79
H 1.23 6.31 1.40
H 1.29 6.93 -0.73
C 0.72 -1.31 -4.58
C -0.03 -2.03 -3.44
O -0.07 -3.45 -3.70
H 0.25 -1.56 -5.53
H 1.79 -1.57 -4.63
H 0.71 -0.23 -4.42
H -1.05 -1.73 -3.70
H 0.38 -1.77 -2.47
H 0.44 -3.87 -3.01
C 0.64 -3.60 3.22
C -0.16 -4.70 2.53
O 0.01 -5.97 3.14
H 1.03 -2.83 2.57
H 1.41 -4.00 3.87
H -0.02 -3.05 3.91
H 0.20 -4.79 1.51
H -1.23 -4.47 2.46
H -0.18 -5.86 4.08
C -3.76 -3.53 -0.96
C -2.63 -3.78 0.04
O -1.38 -3.29 -0.51
H -4.67 -3.99 -0.56
H -3.55 -3.94 -1.94
H -3.95 -2.46 -1.03
H -2.50 -4.83 0.28
H -2.87 -3.19 0.93
H -1.41 -2.36 -0.25
C -0.06 3.31 4.39
C -0.90 3.93 3.28
O -0.97 3.11 2.11
H 0.76 2.72 4.00
H -0.70 2.66 5.01
H 0.32 4.10 5.03
H -0.51 4.91 2.98
H -1.92 4.15 3.62
H -0.94 3.70 1.35
C 1.09 0.43 1.54
C 0.10 -0.15 0.57
O -1.00 0.74 0.41
H 2.01 -0.14 1.72
H 0.67 0.48 2.55
H 1.47 1.39 1.20
H -0.16 -1.17 0.86
H 0.58 -0.17 -0.42
H -1.05 1.37 1.15
*
```

These are the Mulliken partial charges, in e, on atoms 1 to 6: C -1.049; C -0.049; O -0.492; H 0.253; H 0.318; H 0.302

c:
The following is a DFT calculation (the ωB97M-V functional and the def2-TZVPD basis) of a 8-piece molecular cluster, C16H48O8 overall.

**Gap between HOMO and LUMO**: 10.2 eV
**SMILES**: CCO.CCO.CCO.CCO.CCO.CCO.CCO.CCO

```
! wB97M-V def2-TZVPD RIJCOSX def2/J DEFGRID3
* xyz 0 1
C -4.80 1.17 2.18
C -3.90 0.45 1.16
O -2.59 1.11 1.15
H -4.42 0.85 3.19
H -5.78 0.75 2.06
H -4.85 2.19 2.02
H -4.31 0.53 0.14
H -3.79 -0.56 1.39
H -1.82 0.64 1.62
C -1.23 -1.10 4.37
C -0.55 0.12 3.83
O -0.45 -0.02 2.46
H -1.12 -1.14 5.47
H -0.79 -1.92 3.85
H -2.30 -0.94 4.15
H 0.41 0.28 4.32
H -1.12 0.96 4.11
H 0.34 -0.49 2.17
C 3.22 1.41 1.69
C 3.79 1.03 3.01
O 2.71 0.59 3.82
H 2.69 0.56 1.24
H 4.03 1.77 1.08
H 2.57 2.24 1.84
H 4.35 1.84 3.47
H 4.46 0.12 2.91
H 2.95 0.62 4.76
C 0.41 5.45 0.81
C 0.03 3.99 1.10
O 0.58 3.59 2.31
H -0.02 6.06 1.60
H -0.08 5.74 -0.14
H 1.50 5.65 0.82
H 0.26 3.22 0.35
H -1.05 4.05 1.23
H -0.09 3.06 2.76
C -1.55 -2.57 -3.42
C -1.57 -4.01 -3.88
O -0.23 -4.52 -3.70
H -0.89 -1.94 -3.94
H -1.36 -2.49 -2.38
H -2.56 -2.17 -3.47
H -1.82 -4.12 -4.93
H -2.22 -4.63 -3.26
H -0.21 -5.44 -3.61
C 3.20 -1.12 -2.58
C 2.95 -2.23 -3.58
O 1.57 -2.24 -4.00
H 4.33 -1.02 -2.39
H 2.64 -1.27 -1.62
H 2.93 -0.16 -3.04
H 3.16 -3.19 -3.13
H 3.52 -2.04 -4.43
H 1.08 -3.02 -3.75
C 0.50 -2.91 0.71
C 0.37 -1.90 -0.34
O 0.94 -0.59 -0.01
H 0.37 -3.93 0.32
H -0.17 -2.68 1.61
H 1.55 -2.81 1.05
H -0.67 -1.67 -0.74
H 0.94 -2.30 -1.19
H 0.35 0.12 -0.23
C -0.02 1.56 -3.49
C -1.25 1.41 -2.52
O -0.80 1.04 -1.26
H 0.38 0.52 -3.64
H 0.67 2.26 -3.02
H -0.25 2.08 -4.45
H -1.85 0.51 -2.86
H -1.81 2.37 -2.46
H -1.48 1.22 -0.65
*
```

These are the Mulliken partial charges, in e, on atoms 1 to 6: C -1.110; C -0.391; O -0.418; H 0.195; H 0.413; H 0.317

What should be chosen as the least stable of them? Choose b.

a:
The following is a DFT calculation (the ωB97M-V functional and the def2-TZVPD basis) of an isolated molecule of C22H27N3O4S.

**Gap between HOMO and LUMO**: 8.2 eV
**SMILES**: O=C(c1ccc(S(=O)(=O)NC[C@@H]2CCCO2)cc1)N1CCN(c2ccccc2)CC1

```
! wB97M-V def2-TZVPD RIJCOSX def2/J DEFGRID3
* xyz 0 1
O -1.97 -4.06 0.55
C -1.63 -2.97 0.15
C -0.18 -2.63 -0.05
C 0.67 -2.65 1.05
C 2.03 -2.40 0.88
C 2.51 -2.15 -0.39
S 4.24 -1.78 -0.64
O 4.71 -2.44 -1.82
O 4.94 -1.97 0.60
N 4.11 -0.14 -1.01
C 4.16 0.76 0.12
C 5.62 1.06 0.52
C 5.71 2.14 1.60
C 5.86 3.42 0.78
C 6.67 2.92 -0.41
O 6.31 1.57 -0.62
C 1.68 -2.16 -1.50
C 0.33 -2.40 -1.32
N -2.52 -2.01 -0.20
C -2.21 -0.62 -0.43
C -2.80 0.22 0.71
N -4.22 0.01 0.86
C -5.13 0.78 0.13
C -6.50 0.70 0.44
C -7.42 1.49 -0.22
C -7.02 2.39 -1.19
C -5.67 2.49 -1.49
C -4.74 1.70 -0.84
C -4.50 -1.39 1.10
C -3.94 -2.25 -0.03
H 0.28 -2.86 2.03
H 2.72 -2.41 1.70
H 4.78 0.12 -1.72
H 3.65 1.68 -0.16
H 3.64 0.27 0.94
H 6.09 0.12 0.82
H 6.60 1.98 2.21
H 4.84 2.14 2.25
H 4.88 3.77 0.45
H 6.36 4.22 1.32
H 7.75 2.97 -0.19
H 6.48 3.47 -1.33
H 2.11 -1.98 -2.47
H -0.34 -2.41 -2.18
H -1.13 -0.47 -0.48
H -2.66 -0.31 -1.38
H -2.59 1.28 0.57
H -2.33 -0.09 1.65
H -6.84 0.03 1.21
H -8.47 1.40 0.03
H -7.74 3.00 -1.71
H -5.34 3.19 -2.24
H -3.70 1.81 -1.11
H -5.57 -1.56 1.19
H -4.02 -1.67 2.05
H -4.07 -3.31 0.19
H -4.45 -2.01 -0.97
*
```

These are the Mulliken partial charges, in e, on atoms 1 to 6: O -0.653; C 0.220; C 0.280; C -0.666; C -0.456; C 0.001

b:
The following is a DFT calculation (the ωB97M-V functional and the def2-TZVPD basis) of an isolated molecule of C22H27N3O4S.

**Gap between HOMO and LUMO**: 8.2 eV

```
! wB97M-V def2-TZVPD RIJCOSX def2/J DEFGRID3
* xyz 0 1
C 3.28 0.09 -3.82
H 2.52 -0.44 -4.39
H 3.22 1.14 -4.07
H 4.26 -0.29 -4.10
C 3.03 -0.11 -2.32
C 1.68 0.41 -1.93
C 0.58 -0.43 -1.86
C -0.68 0.06 -1.59
C -0.87 1.43 -1.39
C 0.23 2.28 -1.44
C 1.48 1.77 -1.71
H 2.33 2.44 -1.75
H 0.10 3.34 -1.28
N -2.17 1.88 -1.13
C -2.62 3.16 -1.18
O -1.96 4.13 -1.47
C -4.09 3.29 -0.81
H -4.66 2.38 -0.97
H -4.52 4.11 -1.39
S -4.26 3.84 0.97
O -2.92 3.89 1.55
C -4.94 2.22 1.62
C -4.00 1.11 1.25
O -4.28 0.29 0.39
N -2.82 1.18 1.90
C -1.72 0.32 1.71
C -1.88 -1.03 1.43
C -0.78 -1.84 1.29
C 0.52 -1.35 1.44
C 0.67 0.02 1.71
C -0.44 0.83 1.85
H -0.30 1.89 2.06
H 1.64 0.45 1.84
N 1.60 -2.20 1.27
C 1.62 -3.46 2.00
H 0.61 -3.88 2.06
C 2.56 -4.44 1.31
H 2.64 -5.36 1.88
O 3.86 -3.91 1.21
C 3.84 -2.69 0.50
C 2.93 -1.65 1.17
H 2.91 -0.76 0.54
H 3.35 -1.40 2.16
H 4.87 -2.34 0.48
H 3.49 -2.87 -0.52
H 2.17 -4.66 0.30
H 1.98 -3.29 3.03
H -0.93 -2.88 1.05
H -2.87 -1.43 1.30
H -2.59 2.09 2.30
H -5.02 2.35 2.70
H -5.93 2.07 1.19
H -2.83 1.14 -0.95
H -1.53 -0.60 -1.53
H 0.71 -1.50 -2.01
H 3.10 -1.18 -2.08
H 3.81 0.41 -1.76
*
```

These are the Mulliken partial charges, in e, on atoms 1 to 6: C -1.388; H 0.328; H 0.353; H 0.432; C -0.602; C 0.603

What should be chosen as the least stable of them? Choose a.

a:
The following is a DFT calculation (the ωB97M-V functional and the def2-TZVPD basis) of an isolated molecule of C5H5NO3.

**Gap between HOMO and LUMO**: 8.1 eV
**SMILES**: CO/N=C1\OC=CC1=O

```
! wB97M-V def2-TZVPD RIJCOSX def2/J DEFGRID3
* xyz 0 1
C -0.75 -3.00 -0.22
O -0.98 -1.49 0.24
N -0.29 -0.73 -0.75
C 0.35 0.30 -0.25
O 0.37 0.57 1.06
C 0.38 2.02 1.34
C 0.60 2.63 0.17
C 0.55 1.52 -0.94
O 0.41 2.22 -2.11
H -1.51 -3.50 -1.19
H -0.67 -3.46 0.97
H 0.38 -3.25 -0.59
H 0.79 2.31 2.33
H 0.38 3.86 -0.06
*
```

These are the Mulliken partial charges, in e, on atoms 1 to 6: C -0.513; O -0.149; N -0.405; C 0.218; O -0.305; C -0.201

b:
The following is a DFT calculation (the ωB97M-V functional and the def2-TZVPD basis) of an isolated molecule of C5H5NO3.

**Gap between HOMO and LUMO**: 9.7 eV
**SMILES**: COC(=O)C#CC(N)=O

```
! wB97M-V def2-TZVPD RIJCOSX def2/J DEFGRID3
* xyz 0 1
C 3.32 -0.73 0.04
O 1.82 -0.81 -0.14
C 1.20 0.25 -0.12
O 1.76 1.42 -0.09
C -0.20 0.15 -0.15
C -1.46 -0.12 -0.08
C -2.86 -0.39 -0.05
N -3.55 0.86 0.01
O -3.30 -1.43 -0.05
H 3.45 -1.74 -0.08
H 3.73 -0.10 -0.57
H 3.82 -0.28 1.14
H -4.53 0.97 0.02
H -3.20 1.94 0.11
*
```

These are the Mulliken partial charges, in e, on atoms 1 to 6: C -0.675; O -0.268; C 0.083; O -0.614; C 0.799; C 0.431

What should be chosen as the least stable of them? Choose a.